Entry 1:
The following is a DFT calculation (ωB97M-V with the def2-TZVPD basis set) of one molecule with the formula C5H9NO4.

Its HOMO-LUMO gap is 10.65 eV. The total energy is -15010.02839 eV. Its SMILES is N[C@@H](CCC(=O)O)C(=O)O. Its HOMO energy is -10.19 eV.

```
! RIJCOSX wB97M-V def2-TZVPD def2/J DEFGRID3
* xyz 0 1
N 1.6303 1.9471 -0.5989
C 0.6956 0.8309 -0.5178
C -0.0707 0.9902 0.8027
C -0.8541 -0.2229 1.1731
C -0.0847 -1.5017 1.6140
O 1.1088 -1.6874 1.5871
O -0.8071 -2.5789 2.0564
C -0.2904 0.7670 -1.5840
O -1.4724 0.1617 -1.5855
O 0.1959 1.2586 -2.8166
H 2.0710 1.9098 0.3418
H 2.4060 1.5608 -1.3367
H 1.0618 -0.1805 -0.6927
H -0.8067 1.8469 0.6560
H 0.7567 1.1854 1.5034
H -1.5717 -0.0086 1.9869
H -1.5392 -0.6422 0.3101
H -1.8220 -2.5229 1.9735
H -0.5438 0.8085 -3.4098
*
```

Results of the Mulliken charge analysis, in e, for atoms 1 through 5: -0.717, 0.381, -0.657, -0.663, 0.722

---

Entry 2:
The following is a DFT calculation (ωB97M-V with the def2-TZVPD basis set) of an isolated ion of composition C28H41N6O and charge +1.

Its HOMO-LUMO gap is 6.30 eV. The total energy is -40685.21491 eV. Its SMILES is CCCCNc1ncc2c(-c3ccc(CN4CC[NH+](C)CC4)cc3)cn([C@H]3CC[C@H](O)CC3)c2n1. Its HOMO energy is -8.99 eV.

```
! RIJCOSX wB97M-V def2-TZVPD def2/J DEFGRID3
* xyz 1 1
C -6.3261 -0.5488 -2.3674
C -5.9681 -2.0242 -2.2351
C -6.6910 -2.6933 -1.0650
C -6.0339 -2.3882 0.2847
N -4.7598 -3.0447 0.4170
C -3.5673 -2.4321 0.5001
N -2.5058 -3.2636 0.5618
C -1.3034 -2.7473 0.6591
C -1.1085 -1.3684 0.6796
C -0.0252 -0.4357 0.8019
C 1.3929 -0.7303 0.8681
C 1.9240 -1.8584 0.2413
C 3.2742 -2.1391 0.3137
C 4.1350 -1.3054 1.0148
C 5.6074 -1.5983 1.1048
N 6.3782 -0.5123 0.5047
C 6.0951 -0.3323 -0.9016
C 6.7076 0.9852 -1.3617
N 8.1770 0.9546 -1.1445
C 8.8363 2.1782 -1.6249
C 8.4601 0.6909 0.2886
C 7.8029 -0.6198 0.7143
C 3.6150 -0.1715 1.6306
C 2.2679 0.1128 1.5588
C -0.6092 0.8054 0.8370
N -1.9698 0.7172 0.7351
C -2.8924 1.8290 0.6837
C -3.9170 1.7258 1.8162
C -4.9084 2.8813 1.7479
C -5.6288 2.8986 0.3958
O -6.4955 4.0057 0.2761
C -4.6078 2.9976 -0.7362
C -3.6038 1.8547 -0.6717
C -2.3000 -0.5979 0.6416
N -3.5251 -1.0990 0.5463
H -6.1009 -0.0111 -1.4504
H -5.7636 -0.0909 -3.1776
H -7.3868 -0.4327 -2.5791
H -4.8902 -2.1310 -2.0952
H -6.2343 -2.5361 -3.1619
H -6.6956 -3.7765 -1.2074
H -7.7289 -2.3576 -1.0379
H -5.8536 -1.3193 0.3963
H -6.6925 -2.7225 1.0949
H -4.7274 -4.0501 0.3557
H -0.4928 -3.4614 0.7357
H 1.2733 -2.5082 -0.3215
H 3.6625 -3.0219 -0.1752
H 5.8340 -2.5622 0.6226
H 5.9057 -1.6611 2.1543
H 5.0121 -0.2918 -1.0311
H 6.4837 -1.1648 -1.5199
H 6.5028 1.1607 -2.4187
H 6.2935 1.8034 -0.7708
H 8.5416 0.1536 -1.6756
H 9.9129 2.1113 -1.4782
H 8.6339 2.3259 -2.6842
H 8.4592 3.0372 -1.0725
H 9.5396 0.6503 0.4420
H 8.0413 1.5123 0.8722
H 7.9953 -0.7807 1.7762
H 8.2538 -1.4637 0.1565
H 4.2790 0.4818 2.1777
H 1.8766 0.9843 2.0609
H -0.1401 1.7694 0.8973
H -2.3027 2.7455 0.8069
H -4.4420 0.7748 1.7161
H -3.4016 1.7306 2.7791
H -4.3873 3.8334 1.8752
H -5.6383 2.7873 2.5560
H -6.2017 1.9621 0.2848
H -7.1348 3.9871 0.9963
H -5.1353 2.9859 -1.6900
H -4.0987 3.9594 -0.6496
H -4.1114 0.8989 -0.8042
H -2.8670 1.9618 -1.4709
*
```

Results of the Mulliken charge analysis, in e, for atoms 1 through 5: -0.872, -0.302, -0.828, -0.044, -0.140

---

Entry 3:
The following is a DFT calculation (ωB97M-V with the def2-TZVPD basis set) of C36H33I2N4O3PSTi as an isolated structure.

Its HOMO-LUMO gap is 6.28 eV. The total energy is -109402.45833 eV. Its HOMO energy is -12.91 eV.

```
! RIJCOSX wB97M-V def2-TZVPD def2/J DEFGRID3
* xyz 2 1
Ti -0.1342 0.3883 0.4062
I 0.9961 6.5616 4.5681
C 1.0907 4.8817 3.3476
C 2.1543 3.9992 3.4609
C 2.2020 2.8686 2.6567
I 3.7969 1.5464 2.8503
C 1.1959 2.6184 1.7299
O 1.2084 1.4940 0.9755
C 0.1303 3.5179 1.6040
C -0.9205 3.3291 0.5409
N -1.6238 2.0000 0.5862
C -2.4694 1.8409 1.7852
C -1.6179 1.3456 2.9176
C -1.8908 1.6263 4.2448
C -1.0375 1.1421 5.2218
C 0.0786 0.4086 4.8407
C 0.2878 0.1769 3.4974
N -0.5596 0.6125 2.5549
C 0.0870 4.6405 2.4191
H 2.9449 4.1841 4.1751
H -0.4743 3.4029 -0.4493
H -1.6722 4.1149 0.6336
H -2.2199 1.9670 -0.2407
H -3.2522 1.1114 1.5646
H -2.9553 2.7816 2.0521
H -2.7468 2.2361 4.5006
H -1.2251 1.3543 6.2658
H 0.7894 0.0401 5.5664
H 1.1668 -0.3486 3.1511
H -0.7325 5.3412 2.3190
O 0.4850 1.4302 -1.3741
S -0.4806 0.8293 -2.3401
O -1.5012 1.7016 -2.8299
N -1.0077 -0.2899 -1.3298
C -2.2367 -0.9589 -1.4213
C -3.0130 -1.1591 -2.5305
C -4.1985 -1.9224 -2.4246
C -4.5749 -2.4875 -1.2407
C -3.7897 -2.2814 -0.0794
C -4.0833 -2.8413 1.1807
C -3.2512 -2.5841 2.2362
C -2.1551 -1.7292 2.0555
N -1.8467 -1.1638 0.8995
C -2.6386 -1.4795 -0.1737
C 0.4085 0.1149 -3.6624
C 0.1489 -1.1920 -4.0517
C 0.7813 -1.6848 -5.1819
C 1.6621 -0.8796 -5.8909
C 1.9252 0.4202 -5.4755
C 1.2920 0.9334 -4.3563
H -2.7339 -0.7380 -3.4876
H -4.8026 -2.0675 -3.3095
H -5.4690 -3.0926 -1.1724
H -4.9545 -3.4737 1.2984
H -3.4287 -3.0096 3.2134
H -1.5205 -1.5072 2.9018
H -0.5325 -1.8164 -3.4886
H 0.5849 -2.6969 -5.5091
H 2.1484 -1.2669 -6.7763
H 2.6156 1.0396 -6.0313
H 1.4769 1.9493 -4.0316
C 2.3019 -2.2930 1.7920
P 1.3239 -1.7706 0.3527
C 0.4068 -3.2566 -0.1287
C 2.5182 -1.4337 -0.9583
C 3.3166 -0.2941 -0.8392
C 4.2692 -0.0117 -1.8034
C 4.4236 -0.8574 -2.8941
C 3.6259 -1.9851 -3.0211
C 2.6722 -2.2765 -2.0573
H 2.9344 -3.1335 1.5042
H 1.6473 -2.6026 2.6080
H 2.9359 -1.4709 2.1252
H -0.2782 -3.5327 0.6729
H 1.0944 -4.0851 -0.2996
H -0.1697 -3.0694 -1.0345
H 3.1951 0.3749 0.0041
H 4.8917 0.8672 -1.7018
H 5.1715 -0.6390 -3.6450
H 3.7498 -2.6463 -3.8682
H 2.0626 -3.1634 -2.1704
*
```

Results of the Mulliken charge analysis, in e, for atoms 1 through 5: -1.340, 0.166, -0.661, -0.258, -0.212

---

Entry 4:
The following is a DFT calculation (ωB97M-V with the def2-TZVPD basis set) of C28H30N8O7S5Ti as an isolated structure.

Its HOMO-LUMO gap (alpha / beta) is 5.13 / 4.78 eV. The total energy is -133073.20828 eV. Its HOMO energy (alpha / beta) is -4.44 / -4.44 eV.

```
! RIJCOSX wB97M-V def2-TZVPD def2/J DEFGRID3
* xyz -1 2
Ti -0.4507 0.2130 -0.0390
O -2.0474 3.4132 2.2528
C -1.3303 2.6065 1.4598
O -1.5368 1.3672 1.4043
C -0.2814 3.1414 0.6526
C 0.1495 4.4729 0.5277
C 1.1546 4.7518 -0.3614
C 1.7205 3.7167 -1.1467
C 1.2630 2.4422 -0.9720
N 0.2972 2.1404 -0.0743
C 1.5714 1.2093 -1.7886
O 2.8717 1.0164 -2.1356
O 1.0127 0.1261 -1.1523
H -2.7600 2.8962 2.6594
H -0.3110 5.2451 1.1253
H 1.5022 5.7690 -0.4759
H 2.4834 3.9132 -1.8846
H 2.8447 0.1666 -2.6411
S 0.0860 -4.5751 -1.8041
C 0.4051 -3.1886 -0.9188
S 1.7306 -2.8594 0.0474
S -0.9952 -2.0387 -0.9490
C 1.5781 -1.7805 5.8213
C 0.4458 -0.9087 5.3017
N 0.0261 -1.2725 3.9525
C -0.7863 -2.4893 3.8302
C -0.0339 -3.6893 3.2701
C 0.3342 -0.5375 2.8718
C 1.2015 0.6750 3.0208
N -0.0454 -0.8592 1.6702
H 1.9045 -1.4300 6.7998
H 2.4298 -1.7564 5.1423
H 1.2625 -2.8174 5.9243
H 0.7329 0.1394 5.3167
H -0.4314 -0.9970 5.9487
H -1.6663 -2.2561 3.2205
H -1.1620 -2.7042 4.8319
H 0.4262 -3.4876 2.3022
H -0.7243 -4.5223 3.1436
H 0.7573 -4.0003 3.9514
H 2.0942 0.4424 3.5995
H 0.6693 1.4866 3.5188
H 1.5159 1.0093 2.0322
H -0.5749 -1.7235 1.6136
O -7.5261 1.5581 3.3483
S -8.5707 2.2890 2.6594
O -9.7988 1.5495 2.4396
O -8.7439 3.6613 3.0959
C -7.9308 2.4999 0.9659
N -8.6734 3.2361 0.1338
C -8.1897 3.4408 -1.0786
C -6.9662 2.9360 -1.5002
C -6.2965 2.1661 -0.5670
N -6.7711 1.9384 0.6532
C -4.9647 1.5632 -0.8214
C -3.9703 2.2672 -1.4912
C -2.6858 1.7588 -1.5109
N -2.3724 0.5891 -0.9412
C -3.3568 -0.1463 -0.3927
C -4.6516 0.3159 -0.2972
H -8.7990 4.0391 -1.7494
H -6.5874 3.1135 -2.4955
H -4.1636 3.2368 -1.9273
H -1.8648 2.2971 -1.9739
H -3.0659 -1.1101 0.0097
H -5.4021 -0.2579 0.2268
C -2.1831 -2.2126 -5.3077
C -0.8669 -1.7737 -4.7529
C 0.1665 -2.6747 -4.5390
C 1.3296 -2.1919 -3.9793
N 1.4767 -0.9069 -3.6659
C 0.4191 -0.1370 -3.8825
S 0.5100 1.5503 -3.3237
N -0.7369 -0.4857 -4.4201
H -2.0645 -2.6392 -6.3044
H -2.8649 -1.3675 -5.3574
H -2.6104 -2.9830 -4.6654
H 0.0523 -3.7250 -4.7525
H 2.1582 -2.8515 -3.7519
*
```

Results of the Mulliken charge analysis, in e, for atoms 1 through 5: -0.545, -0.574, 0.243, -0.665, 0.119